Entry 1:
Formula: C2H2ClNO3S
Source: the OMol25 dataset
Level of theory: the ωB97M-V functional and the def2-TZVPD basis

Computed properties:
Frontier orbital gap (eV): 8.87
Maximum force (hartree/bohr): 0.1197
HOMO level (eV): -8.92
Relative energy (zero: lowest compared OMol25 entry of this formula, charge and spin) (kcal/mol): 60.1
Lowest unoccupied orbital energy (eV): -0.046

Geometry (Å):
1 Cl -0.8719 0.8321 1.9250
2 S -1.4043 -1.0928 -0.2096
3 O -1.1737 -2.4180 -0.6905
4 O -2.6400 -0.4859 -0.5194
5 O -0.0021 -0.1236 -1.1866
6 N 1.6871 0.9135 -0.2203
7 C -0.2442 -0.6567 1.2546
8 C 0.6565 0.1767 -0.2207
9 H 2.1335 1.0861 0.7004
10 H 1.8591 1.7686 -0.8329



Entry 2:
Formula: C5H8N2O
Source: the OMol25 dataset
Level of theory: the ωB97M-V functional and the def2-TZVPD basis

Computed properties:
Frontier orbital gap (eV): 9.75
Maximum force (hartree/bohr): 0.1674
HOMO level (eV): -9.27
Relative energy (zero: lowest compared OMol25 entry of this formula, charge and spin) (kcal/mol): 177.4
Lowest unoccupied orbital energy (eV): 0.485

Geometry (Å):
1 O 0.5442 -0.2202 2.0480
2 N 0.4074 -0.2967 -1.3363
3 N -1.3517 0.2965 0.2538
4 C 1.1706 -0.9998 -0.4350
5 C 0.6867 -1.0626 1.0648
6 C -0.6384 0.5750 -0.7611
7 C -2.3775 1.3670 0.5648
8 C 1.7998 0.0203 -1.3537
9 H 2.3250 -0.7220 -2.2039
10 H 2.3604 1.0679 -1.1045
11 H -1.8158 2.1568 -0.2921
12 H -3.3702 1.0259 -0.2013
13 H 0.3963 -2.4267 1.1403
14 H -2.2828 1.7065 1.5572
15 H 1.3925 -2.0451 -0.8433
16 H -0.5963 1.5996 -1.3382



Entry 3:
Formula: C35H52BrClFINO3PPdSi
Source: the OMol25 dataset
Level of theory: the ωB97M-V functional and the def2-TZVPD basis

Computed properties:
Frontier orbital gap (spin up / spin down) (eV): 5.22 / 5.11
Maximum force (hartree/bohr): 0.0137
HOMO level (spin up / spin down) (eV): -1.28 / -1.16
Relative energy (zero: lowest compared OMol25 entry of this formula, charge and spin) (kcal/mol): 1.3
Total charge: -2
Lowest unoccupied orbital energy (spin up / spin down) (eV): 3.948 / 3.947

Geometry (Å):
1 I -3.2459 -1.7337 0.2424
2 Pd -0.8807 -2.3817 1.1303
3 Br -6.2896 1.9753 -0.9063
4 Cl -1.5317 -5.8516 -2.5406
5 P 0.3544 0.9401 -0.3819
6 Si 2.3018 -3.4779 1.7910
7 F -1.1937 -1.0489 2.9082
8 O -0.8061 -3.8431 -0.4039
9 O -1.6359 -5.0613 1.3000
10 O 0.6906 -0.5218 -0.3263
11 N 0.9642 -2.6613 2.4541
12 C -0.4122 -1.4117 3.9883
13 C -1.0616 1.1898 -3.7675
14 C -5.8260 0.6374 -2.3040
15 C -0.0006 -1.2012 6.3250
16 C 1.1339 -1.9798 6.1292
17 C 3.1814 -2.3798 0.5527
18 C 0.0255 3.2211 3.1687
19 C 2.9734 3.8456 -2.0150
20 C -2.0930 2.4020 -1.2905
21 C 1.8027 -5.0379 0.8970
22 C 3.6686 -4.0155 2.9930
23 C 1.6304 3.2390 -1.6042
24 C -5.0670 -1.4211 -3.0303
25 C 1.8148 1.8141 -1.0729
26 C 1.4794 -2.4720 4.8784
27 C -6.0159 1.1091 -3.6023
28 C -1.3944 -4.8549 0.1113
29 C -1.2626 1.1077 -1.2142
30 C -1.3054 0.3185 -2.5359
31 C 0.7067 -2.2308 3.7044
32 C -1.9471 -5.9518 -0.7915
33 C 1.5170 3.1453 3.5400
34 C 3.6622 2.9738 -3.0635
35 C -2.0611 2.3439 -3.8158
36 C -5.7271 0.2430 -4.6501
37 C -5.3701 -0.5952 -1.9267
38 C -1.9331 3.2202 -2.5732
39 C -0.7850 -0.9168 5.2078
40 C 0.1593 1.5170 1.3465
41 C 2.5098 0.9312 -2.1227
42 C -5.2455 -1.0324 -4.3577
43 C 3.8437 1.5474 -2.5463
44 C 2.2783 2.2018 2.5951
45 C -0.1799 2.9837 1.6711
46 C 1.3951 1.0326 2.1621
47 H -1.7733 0.4628 -0.4857
48 H -1.9197 3.0393 -0.4261
49 H 2.6748 -5.6782 0.7207
50 H 2.6139 2.7605 1.7135
51 H 1.1333 3.8786 -0.8726
52 H 0.9872 3.2035 -2.4851
53 H 1.6180 2.7932 4.5705
54 H -6.3734 2.1151 -3.7955
55 H 3.9186 -2.9559 -0.0219
56 H -3.0285 -5.9171 -0.7082
57 H 1.8645 0.8254 -3.0016
58 H 2.8294 4.8608 -2.3961
59 H -4.6601 -2.4171 -2.8418
60 H 1.0565 0.5023 3.0544
61 H -0.6984 0.9074 1.6528
62 H 2.4801 1.8505 -0.1996
63 H 3.7039 -1.5536 1.0512
64 H -0.2720 -0.8291 7.3037
65 H 4.5162 1.5650 -1.6797
66 H 4.6228 3.4080 -3.3555
67 H -0.3951 4.1834 3.4701
68 H 3.6184 3.9228 -1.1308
69 H -5.0026 -1.7145 -5.1697
70 H -5.8591 0.5670 -5.6773
71 H -0.9661 3.7282 -2.5848
72 H -1.6832 -0.3144 5.2700
73 H 2.4414 -1.9531 -0.1319
74 H -3.0712 1.9252 -3.8586
75 H -0.5302 2.4497 3.7112
76 H -0.0419 1.5958 -3.7611
77 H -1.9193 2.9461 -4.7192
78 H 1.3455 -4.7907 -0.0643
79 H 3.1810 1.8270 3.0831
80 H -1.1530 0.5741 -4.6665
81 H -2.6952 4.0054 -2.5842
82 H 1.9602 0.2918 1.5928
83 H 2.3683 -3.0760 4.7815
84 H -1.2108 3.2018 1.4030
85 H 0.4512 3.6821 1.1108
86 H 3.0353 2.9462 -3.9633
87 H 1.0604 -5.5956 1.4767
88 H 3.3087 -4.7003 3.7689
89 H 4.4376 -4.5391 2.4135
90 H 4.3209 0.9228 -3.3066
91 H -3.1400 2.0828 -1.2330
92 H 2.6511 -0.0689 -1.7159
93 H -1.5874 -6.9079 -0.4276
94 H -0.6112 -0.5214 -2.4842
95 H -2.3056 -0.1186 -2.6163
96 H 1.9625 4.1446 3.5021
97 H 1.7708 -2.2172 6.9754
98 H 4.1430 -3.1585 3.4854



Entry 4:
Formula: C3H10BORb
Source: the OMol25 dataset
Level of theory: the ωB97M-V functional and the def2-TZVPD basis

Computed properties:
Spin multiplicity: 2
Frontier orbital gap (spin up / spin down) (eV): 10.09 / 4.33
Maximum force (hartree/bohr): 0.1213
HOMO level (spin up / spin down) (eV): -13.46 / -13.44
Total charge: +1
Lowest unoccupied orbital energy (spin up / spin down) (eV): -3.372 / -9.110

Geometry (Å):
1 Rb 0.1003 -2.8224 -1.5026
2 O 0.8803 -0.8940 0.4424
3 C 1.5358 0.5280 2.2627
4 C 0.7486 1.4075 -0.0092
5 C 1.1088 0.2221 0.8252
6 B -2.2555 -0.9807 -1.8510
7 H 0.3700 1.0178 -0.9541
8 H 1.2061 1.4851 2.6669
9 H 2.6089 0.3934 2.3983
10 H -1.8762 0.0069 -2.0631
11 H -0.0408 1.9811 0.4765
12 H -1.9829 -1.7109 -2.5971
13 H 1.6550 1.9651 -0.2452
14 H 1.1775 -0.3210 2.8450
15 H -1.9024 -1.3146 -0.8876
16 H -3.3334 -0.9632 -1.8069



Entry 5:
Formula: C22H29
Source: the OMol25 dataset
Level of theory: the ωB97M-V functional and the def2-TZVPD basis

Computed properties:
Frontier orbital gap (eV): 5.89
Maximum force (hartree/bohr): 0.0372
HOMO level (eV): -10.97
Relative energy (zero: lowest compared OMol25 entry of this formula, charge and spin) (kcal/mol): 29.7
Total charge: +1
Lowest unoccupied orbital energy (eV): -5.073

Geometry (Å):
1 C 1.8887 0.9792 -1.2463
2 C 3.6277 -0.7840 -1.3118
3 C -0.3917 4.7743 2.2774
4 C 1.2713 -1.4967 -1.1372
5 C 3.1408 -3.1118 -1.3219
6 C -2.6904 -0.1091 0.1987
7 C -2.0054 0.1375 3.1734
8 C 1.7669 -2.8373 -1.2458
9 C -2.0804 2.2648 -0.0394
10 C -1.2326 2.4100 2.6064
11 C -1.3113 -1.7712 -0.9665
12 C 2.2759 -0.4782 -1.2405
13 C -1.7637 1.2075 2.1511
14 C -1.5335 3.4283 0.4677
15 C -2.7139 2.3222 -1.4003
16 C -1.0565 3.5192 1.7820
17 C 5.5604 -2.4380 -1.3734
18 C 0.8491 -4.0199 -1.2675
19 C -3.2995 -1.2279 0.9424
20 C -2.1205 1.0590 0.7593
21 C 4.1094 -2.0965 -1.3302
22 C -0.1469 -1.0820 -1.0171
23 H -1.3077 -2.8432 -0.7409
24 H -0.9107 2.4809 3.6527
25 H 5.8011 -3.0338 -2.2644
26 H 6.1887 -1.5395 -1.3856
27 H -1.0705 5.6265 2.2016
28 H -0.0941 4.6590 3.3205
29 H -2.5587 -1.9060 1.4166
30 H -2.2501 1.5810 -2.0608
31 H -4.0066 -0.8558 1.7097
32 H 1.2853 1.2330 -2.1311
33 H -3.1113 0.0332 -0.7987
34 H 0.2540 -4.0304 -0.3486
35 H 1.4140 -4.9686 -1.3254
36 H 3.5118 -4.1407 -1.3595
37 H -1.4458 4.3032 -0.1812
38 H 0.1801 -3.9745 -2.1376
39 H 1.3230 1.2519 -0.3430
40 H -1.5363 0.4455 4.1253
41 H -3.8075 2.1697 -1.4037
42 H 5.8584 -3.0428 -0.5058
43 H -2.5370 3.3178 -1.8349
44 H -3.9025 -1.8124 0.2282
45 H 4.3648 0.0277 -1.3349
46 H -3.0696 -0.0451 3.4062
47 H 0.5020 5.0221 1.6972
48 H -2.2174 -1.4215 -1.5670
49 H -1.5325 -0.7963 2.8533
50 H 2.7921 1.6040 -1.2729
51 H -0.2609 0.0056 -1.0759



Entry 6:
Formula: C2H4O3
Source: the OMol25 dataset
Level of theory: the ωB97M-V functional and the def2-TZVPD basis

Computed properties:
Frontier orbital gap (eV): 10.91
SMILES: O=CO.C=O
Maximum force (hartree/bohr): 0.0399
HOMO level (eV): -10.56
Relative energy (zero: lowest compared OMol25 entry of this formula, charge and spin) (kcal/mol): 30.4
Lowest unoccupied orbital energy (eV): 0.345

Geometry (Å):
1 O -2.2647 -0.9039 1.5981
2 O 0.6675 1.1687 -0.8272
3 O -0.7381 -1.0694 -0.1443
4 C -1.7791 -1.4705 0.6398
5 C 1.8011 1.5232 -0.7426
6 H -1.9614 -2.5397 0.4940
7 H 2.6178 0.9377 -0.2630
8 H 2.1794 2.5299 -0.9181
9 H -0.5225 -0.1761 0.1633



Entry 7:
Formula: C6H5Cl2N2O4Pt
Source: the OMol25 dataset
Level of theory: the ωB97M-V functional and the def2-TZVPD basis

Computed properties:
Frontier orbital gap (eV): 7.33
Maximum force (hartree/bohr): 0.0333
HOMO level (eV): -14.05
Relative energy (zero: lowest compared OMol25 entry of this formula, charge and spin) (kcal/mol): 14.1
Total charge: +1
Lowest unoccupied orbital energy (eV): -6.722

Geometry (Å):
1 Pt 0.9111 -1.2723 1.4257
2 Cl 0.8089 -3.3822 2.5853
3 Cl 2.9523 -0.3592 1.9797
4 O -0.9585 0.6568 -3.6536
5 O -0.7733 2.8013 -3.1041
6 O -0.0252 -2.2446 -0.1123
7 O -0.7122 -1.7638 -2.1889
8 N 0.1409 0.2768 0.5243
9 N 0.2161 1.6032 0.7221
10 C -0.7282 1.6421 -2.8096
11 C -0.1917 0.0588 -0.7513
12 C -0.1016 2.2316 -0.4114
13 C -0.3714 1.2706 -1.3946
14 C -0.3441 -1.4198 -1.0998
15 C 0.1104 -1.8718 3.1680
16 H 0.4511 1.9852 1.6272
17 H -0.9714 -1.8065 3.1987
18 H 0.6532 -1.4809 4.0214
19 H -0.9200 -0.2321 -3.2422
20 H -0.1465 3.3068 -0.4847



Entry 8:
Formula: C25H26N4O2
Source: the OMol25 dataset
Level of theory: the ωB97M-V functional and the def2-TZVPD basis

Computed properties:
Frontier orbital gap (eV): 7.21
SMILES: NC1=CC(=O)C=C(Cc2ccccc2)C1=O.c1cc[nH]c1.c1cc[nH]c1.c1cc[nH]c1
Maximum force (hartree/bohr): 0.0531
HOMO level (eV): -8.10
Relative energy (zero: lowest compared OMol25 entry of this formula, charge and spin) (kcal/mol): 116.7
Lowest unoccupied orbital energy (eV): -0.887

Geometry (Å):
1 O 2.9949 -4.0069 -0.8866
2 O 3.0595 0.4503 -2.3665
3 N 5.6805 3.7317 -1.8549
4 N -5.3429 2.2996 -0.4960
5 N 3.8605 -2.2976 1.5045
6 N 0.7609 -2.2967 3.3940
7 C -6.3926 3.4136 -2.0983
8 C -5.0254 3.7931 -2.1015
9 C -4.4031 3.0877 -1.1047
10 C 2.5482 -2.9091 -0.6671
11 C 1.2056 -2.3818 -1.3324
12 C 0.2786 -2.1300 5.5493
13 C -1.5696 -1.4124 -0.2531
14 C -2.8100 -0.6827 -0.0374
15 C -0.8894 -1.8400 4.7927
16 C -0.0520 -3.3115 -1.4433
17 C -3.9886 -1.1092 -0.7904
18 C 3.2715 -1.8502 0.2579
19 C 2.5798 -0.2833 -1.5389
20 C -0.5469 -1.9487 3.4712
21 C -6.5574 2.4890 -1.1000
22 C 1.2507 -1.0912 -1.7658
23 C 6.0464 4.8005 -1.0805
24 C 3.2720 -0.5462 -0.1528
25 C 1.2846 -2.4050 4.6559
26 C 4.4416 3.2936 -1.4738
27 C -2.6040 -2.9912 -1.8843
28 C 4.0074 4.0965 -0.4497
29 C -1.4124 -2.5390 -1.1649
30 C 5.0262 5.0532 -0.2006
31 C -3.8682 -2.2679 -1.6858
32 H 3.7262 -3.3124 1.5916
33 H 3.9774 2.4518 -1.9637
34 H -4.9500 -0.5532 -0.6629
35 H 3.7308 0.2701 0.4522
36 H -1.1237 -1.8160 2.5695
37 H 3.0630 4.0069 0.0644
38 H 1.2629 -2.4460 2.5361
39 H -0.1006 -3.8770 -2.4050
40 H -3.3765 3.0787 -0.7755
41 H -2.7994 0.1799 0.6678
42 H 5.0126 5.8369 0.5406
43 H 0.3706 -2.1353 6.6239
44 H -7.1674 3.7767 -2.7550
45 H 0.0374 -4.0830 -0.6219
46 H -7.4307 1.9517 -0.7666
47 H -4.7769 -2.6117 -2.2422
48 H -1.8642 -1.5809 5.1746
49 H 2.3195 -2.6681 4.8076
50 H 6.2363 3.3302 -2.5895
51 H 3.3112 -1.8854 2.2664
52 H 0.3415 -0.6534 -2.2355
53 H -4.5517 4.5030 -2.7610
54 H -2.5141 -3.8556 -2.5768
55 H -0.6701 -1.0815 0.3147
56 H 6.9976 5.2875 -1.2239
57 H -5.1683 1.6781 0.2740



> Which of these has the lowest maximum force?

C35H52BrClFINO3PPdSi



What did the eighth record say?
Formula: C25H26N4O2
Source: the OMol25 dataset
Level of theory: the ωB97M-V functional and the def2-TZVPD basis

Computed properties:
Frontier orbital gap (eV): 7.21
SMILES: NC1=CC(=O)C=C(Cc2ccccc2)C1=O.c1cc[nH]c1.c1cc[nH]c1.c1cc[nH]c1
Maximum force (hartree/bohr): 0.0531
HOMO level (eV): -8.10
Relative energy (zero: lowest compared OMol25 entry of this formula, charge and spin) (kcal/mol): 116.7
Lowest unoccupied orbital energy (eV): -0.887

Geometry (Å):
1 O 2.9949 -4.0069 -0.8866
2 O 3.0595 0.4503 -2.3665
3 N 5.6805 3.7317 -1.8549
4 N -5.3429 2.2996 -0.4960
5 N 3.8605 -2.2976 1.5045
6 N 0.7609 -2.2967 3.3940
7 C -6.3926 3.4136 -2.0983
8 C -5.0254 3.7931 -2.1015
9 C -4.4031 3.0877 -1.1047
10 C 2.5482 -2.9091 -0.6671
11 C 1.2056 -2.3818 -1.3324
12 C 0.2786 -2.1300 5.5493
13 C -1.5696 -1.4124 -0.2531
14 C -2.8100 -0.6827 -0.0374
15 C -0.8894 -1.8400 4.7927
16 C -0.0520 -3.3115 -1.4433
17 C -3.9886 -1.1092 -0.7904
18 C 3.2715 -1.8502 0.2579
19 C 2.5798 -0.2833 -1.5389
20 C -0.5469 -1.9487 3.4712
21 C -6.5574 2.4890 -1.1000
22 C 1.2507 -1.0912 -1.7658
23 C 6.0464 4.8005 -1.0805
24 C 3.2720 -0.5462 -0.1528
25 C 1.2846 -2.4050 4.6559
26 C 4.4416 3.2936 -1.4738
27 C -2.6040 -2.9912 -1.8843
28 C 4.0074 4.0965 -0.4497
29 C -1.4124 -2.5390 -1.1649
30 C 5.0262 5.0532 -0.2006
31 C -3.8682 -2.2679 -1.6858
32 H 3.7262 -3.3124 1.5916
33 H 3.9774 2.4518 -1.9637
34 H -4.9500 -0.5532 -0.6629
35 H 3.7308 0.2701 0.4522
36 H -1.1237 -1.8160 2.5695
37 H 3.0630 4.0069 0.0644
38 H 1.2629 -2.4460 2.5361
39 H -0.1006 -3.8770 -2.4050
40 H -3.3765 3.0787 -0.7755
41 H -2.7994 0.1799 0.6678
42 H 5.0126 5.8369 0.5406
43 H 0.3706 -2.1353 6.6239
44 H -7.1674 3.7767 -2.7550
45 H 0.0374 -4.0830 -0.6219
46 H -7.4307 1.9517 -0.7666
47 H -4.7769 -2.6117 -2.2422
48 H -1.8642 -1.5809 5.1746
49 H 2.3195 -2.6681 4.8076
50 H 6.2363 3.3302 -2.5895
51 H 3.3112 -1.8854 2.2664
52 H 0.3415 -0.6534 -2.2355
53 H -4.5517 4.5030 -2.7610
54 H -2.5141 -3.8556 -2.5768
55 H -0.6701 -1.0815 0.3147
56 H 6.9976 5.2875 -1.2239
57 H -5.1683 1.6781 0.2740